ORCA calculation (ωB97M-V with the def2-TZVPD basis set) on C28H33N4OPS3Tl as an isolated structure.

Geometry as XYZ:
```
71
Properties=species:S:1:pos:R:3:forces:R:3:lowdin_charge:R:1
Tl 0.29778 -0.16970 -0.62407 0.134 0.206 -0.028 0.979
C -0.13586 -1.53179 2.12631 -0.009 0.081 0.121 -0.071
N 0.07404 -0.10112 1.81207 -0.313 -0.186 0.011 -0.347
C -0.97963 0.70150 2.44369 0.031 -0.001 -0.074 -0.064
C 1.40638 0.34175 2.23785 0.043 -0.019 -0.031 -0.160
C 2.50436 -0.21816 1.35994 0.248 -0.085 0.067 -0.257
C 3.76465 -0.47482 1.88854 0.013 0.010 0.072 -0.026
C 4.78035 -0.96620 1.08069 -0.009 -0.006 -0.022 -0.057
C 4.54860 -1.21722 -0.26515 -0.021 -0.014 -0.077 -0.063
C 3.29509 -0.96624 -0.81301 0.200 0.034 0.289 -0.097
C 2.29640 -0.46797 0.01165 -0.011 0.090 -0.288 -0.239
H -0.10851 -1.68960 3.20980 0.007 0.009 0.008 0.107
H 0.64433 -2.13552 1.66538 0.025 0.010 -0.012 0.092
H -1.09845 -1.85498 1.73288 0.034 0.026 -0.010 0.082
H -0.94269 0.61085 3.53463 -0.004 0.009 0.001 0.104
H -1.95454 0.35743 2.09938 0.017 -0.008 -0.006 0.100
H -0.85681 1.75224 2.17772 0.007 -0.004 0.010 0.081
H 1.58003 0.05910 3.28167 0.026 0.002 0.037 0.137
H 1.42547 1.43378 2.19246 -0.019 0.032 -0.001 0.134
H 3.95081 -0.28999 2.94177 0.005 -0.028 -0.043 0.121
H 5.75528 -1.16379 1.50721 -0.019 0.001 -0.011 0.113
H 5.33844 -1.61623 -0.88944 -0.007 0.023 0.032 0.112
H 3.10847 -1.16266 -1.86013 -0.018 -0.023 -0.043 0.087
O -1.19788 -1.57195 -0.83079 -0.299 -0.219 -0.077 -0.375
C -1.41402 -2.17894 -2.08863 -0.044 -0.243 0.062 -0.602
C -0.18992 -2.05160 -2.99545 -0.017 0.115 0.286 -0.484
C 0.24734 -0.93561 -3.66226 0.006 0.038 -0.302 -0.178
C 1.43823 -1.15830 -4.41251 -0.115 0.051 0.009 -0.168
C 1.87454 -2.44326 -4.29300 0.230 0.099 0.217 -0.388
S 0.90380 -3.34453 -3.22019 -0.142 -0.322 -0.203 1.117
C -2.62614 -1.54355 -2.74251 -0.002 -0.152 0.008 -0.478
C -2.96357 -1.42497 -4.05666 -0.076 0.171 -0.110 -0.120
C -4.26912 -0.87143 -4.24259 0.113 -0.027 -0.029 -0.166
C -4.89050 -0.60727 -3.06123 0.001 -0.064 -0.048 -0.404
S -3.91594 -1.03989 -1.72228 0.056 0.172 0.118 1.074
C -1.70061 -3.64979 -1.80339 0.011 0.085 -0.023 -0.514
C -2.36795 -4.56834 -2.55242 -0.077 -0.137 -0.038 -0.110
C -2.35424 -5.87015 -1.96810 0.009 0.111 -0.075 -0.164
C -1.67473 -5.90011 -0.78959 -0.028 -0.010 -0.041 -0.396
S -1.06331 -4.35926 -0.37525 0.069 0.046 0.109 1.062
H -0.32835 -0.02266 -3.71937 0.033 -0.033 0.005 0.072
H 1.91507 -0.41411 -5.03706 -0.043 -0.054 0.013 0.110
H 2.73105 -2.90199 -4.76536 -0.030 0.054 0.064 0.078
H -2.30741 -1.71774 -4.86796 -0.050 0.019 0.058 0.126
H -4.71536 -0.68246 -5.20988 0.032 -0.012 0.053 0.107
H -5.87396 -0.18876 -2.90450 0.060 -0.034 -0.029 0.071
H -2.86287 -4.32742 -3.48510 0.037 -0.015 0.045 0.122
H -2.83373 -6.73465 -2.40568 0.012 0.040 0.018 0.107
H -1.52042 -6.74214 -0.13121 -0.013 0.055 -0.049 0.071
C -2.73845 4.23482 -2.44323 0.097 -0.088 0.040 -0.165
N -2.24433 3.32406 -3.47686 0.012 -0.026 0.023 -0.135
C -1.02385 3.87959 -4.06506 0.008 -0.053 0.105 -0.165
N 0.01904 4.17251 -3.07697 -0.038 -0.018 0.029 -0.142
C -0.53594 5.06368 -2.05469 -0.058 -0.124 -0.028 -0.169
N -1.74110 4.53194 -1.40946 0.012 -0.035 -0.016 -0.141
C -1.45502 3.36908 -0.57898 0.029 -0.037 -0.129 -0.291
P -0.77280 1.99153 -1.62293 0.064 0.174 -0.147 0.999
C -2.05340 1.97138 -2.96890 0.076 0.161 0.117 -0.285
C 0.55841 2.95342 -2.48523 -0.148 0.070 0.012 -0.295
H -3.62340 3.80180 -1.97656 -0.024 -0.001 0.008 0.134
H -3.02089 5.17318 -2.91912 0.010 0.025 -0.019 0.135
H -1.28253 4.81113 -4.56726 -0.013 0.025 -0.010 0.134
H -0.63308 3.18263 -4.80802 0.007 0.000 -0.002 0.134
H -0.80127 6.00493 -2.53520 -0.008 0.016 -0.007 0.134
H 0.22244 5.26393 -1.29720 0.015 -0.007 0.013 0.132
H -2.36025 3.02970 -0.07476 -0.048 0.004 0.006 0.101
H -0.71851 3.62596 0.18329 0.018 0.048 0.052 0.094
H -2.98317 1.57610 -2.56477 -0.115 -0.047 0.021 0.075
H -1.74149 1.30166 -3.76730 -0.045 0.031 -0.081 0.080
H 1.02048 2.33120 -3.25397 -0.003 -0.017 -0.037 0.096
H 1.33184 3.20592 -1.75750 0.055 0.006 0.006 0.101
```
Forces are in eV/Å.

Its energy above the lowest of the compared OMol25 structures with the same formula, charge and spin is 0.00 kcal/mol. Its total charge is +1. The value obtained for the HOMO energy is -10.8 eV.

---

ORCA calculation (ωB97M-V with the def2-TZVPD basis set) on a 4-piece molecular cluster, C28H34BClN3O8S overall.

Geometry as XYZ:
```
76
Properties=species:S:1:pos:R:3:forces:R:3:lowdin_charge:R:1
C 2.72064 -2.88602 4.53491 0.299 0.371 -0.951 -0.148
C 2.03913 -1.94593 3.54392 0.359 -0.085 1.686 -0.710
Cl 3.17154 -1.75850 2.17488 0.154 -0.243 -0.452 0.696
C 1.72301 -0.62404 4.20533 -0.152 -0.192 -1.319 -0.116
B 1.28559 0.58345 3.18823 -0.370 1.428 1.718 -0.802
C 2.29569 1.89643 3.38576 0.467 -1.537 -0.409 -0.082
C 3.79293 1.57710 3.18562 -1.334 0.960 -0.948 -0.231
C 4.61707 2.74918 2.66612 0.510 -1.063 0.397 -0.200
C 5.82425 2.23270 1.91437 0.217 -0.249 1.290 -0.201
N 6.70356 1.48909 2.88786 -0.017 0.932 -0.497 0.021
C 6.88596 0.12726 2.56756 -0.026 0.731 -0.341 -0.614
N 6.47462 -0.80158 3.27847 -0.477 -1.619 1.221 0.149
N 7.57295 -0.17178 1.40377 0.410 0.004 -0.371 0.112
O -0.07358 1.08214 3.71973 0.600 -0.376 1.191 -0.041
C -0.66749 1.66553 2.66748 -1.152 -0.111 -1.775 -0.293
C -0.38459 0.66616 1.52831 1.557 -0.258 -0.196 -0.622
S -0.35752 1.37751 -0.15982 -0.505 0.874 -0.162 0.785
O 0.91023 0.23212 1.80853 0.486 -0.557 -0.435 -0.092
H 2.02420 -3.25255 5.26256 -0.390 -0.272 0.424 0.070
H 3.49432 -2.32035 5.00987 0.547 0.267 0.579 0.059
H 3.21961 -3.67089 3.99257 -0.022 -0.717 -0.004 0.047
H 1.13263 -2.43085 3.25392 -0.525 -0.118 -1.032 0.095
H 0.87840 -0.81249 4.84602 -0.582 -0.068 0.389 0.103
H 2.53594 -0.36757 4.86456 0.558 0.291 0.183 0.088
H 2.16317 2.18820 4.41188 -0.303 0.459 0.579 0.090
H 1.98485 2.69391 2.73414 -0.148 0.585 -0.339 0.078
H 4.17456 1.24188 4.12289 0.568 -0.570 0.519 0.090
H 3.86027 0.80330 2.43655 0.181 -0.572 -0.080 0.060
H 4.01591 3.37791 2.03879 -0.306 0.536 -0.308 0.100
H 5.01778 3.26522 3.52210 -0.051 0.853 0.286 0.102
H 6.37547 3.05013 1.48107 0.363 0.268 -0.397 0.102
H 5.50969 1.53285 1.16565 -0.234 -0.219 -0.749 0.083
H 7.61647 1.91730 2.86403 0.217 0.138 0.033 0.101
H 6.01638 -0.42534 4.09740 -0.069 0.068 0.189 0.044
H 7.16306 0.29727 0.61373 0.050 0.211 -0.339 0.049
H 7.47901 -1.16531 1.27767 0.112 -0.312 -0.265 0.078
H -1.72971 1.79931 2.79004 -0.695 0.016 0.270 0.113
H -0.27854 2.63492 2.36161 0.446 0.470 0.013 0.104
H -1.01766 -0.20717 1.50803 -0.755 -0.121 0.077 0.102
H 0.13619 0.34571 -0.84315 0.077 -0.289 0.242 -0.184
C -6.40930 1.52894 -2.80049 -0.032 0.060 -0.016 -0.002
C -6.07262 1.82537 -1.54932 0.007 -0.017 -0.018 0.026
C -4.65582 1.77846 -1.09829 0.029 -0.037 -0.087 -0.379
O -4.35842 2.04869 0.04158 -0.011 0.044 0.111 0.116
C -3.62883 1.38635 -2.10206 0.081 -0.021 -0.074 0.025
C -3.97324 1.08952 -3.35387 -0.043 0.012 0.034 0.016
C -5.38516 1.13821 -3.79987 0.071 0.033 0.008 -0.403
O -5.70054 0.86497 -4.94145 -0.048 -0.059 -0.042 0.083
H -7.43404 1.55454 -3.14596 -0.003 -0.029 -0.013 0.105
H -6.80500 2.11121 -0.80501 0.025 -0.002 0.031 0.122
H -2.59747 1.35388 -1.76202 -0.100 0.029 0.145 0.054
H -3.24415 0.79979 -4.10031 -0.013 -0.001 -0.021 0.120
C 4.59582 0.03627 -3.08609 0.053 0.026 -0.025 0.022
C 3.65104 -0.15008 -3.99969 0.037 0.026 -0.080 0.013
C 2.33044 -0.71737 -3.63218 -0.091 -0.029 0.091 -0.390
O 1.46977 -0.88844 -4.47080 -0.025 -0.002 -0.077 0.091
C 2.10965 -1.06444 -2.21010 0.115 -0.002 0.011 0.008
C 3.05555 -0.87873 -1.29000 -0.384 -0.170 0.108 0.033
C 4.36949 -0.31387 -1.65795 -0.566 -0.064 -0.596 -0.373
O 5.23060 -0.13958 -0.83883 0.828 0.173 0.647 0.105
H 5.56675 0.44843 -3.33113 0.016 0.005 0.043 0.118
H 3.79430 0.09867 -5.04372 -0.042 -0.010 -0.013 0.117
H 1.13895 -1.47588 -1.96294 0.004 -0.014 -0.018 0.117
H 2.89473 -1.13004 -0.24452 0.038 0.133 -0.056 0.056
C -10.17576 -1.90971 -4.10882 -0.028 -0.013 -0.013 0.020
C -10.02754 -2.98323 -4.87801 -0.017 0.019 0.010 0.018
C -8.69287 -3.59956 -5.09153 0.028 0.044 0.026 -0.387
O -8.56052 -4.57685 -5.79424 -0.009 -0.082 -0.054 0.105
C -7.53196 -2.97242 -4.41231 0.002 0.007 0.019 0.029
C -7.68028 -1.89862 -3.64277 0.006 -0.016 -0.005 0.027
C -9.01375 -1.28306 -3.42966 0.067 -0.033 -0.033 -0.376
O -9.15094 -0.30511 -2.72777 -0.076 0.068 0.049 0.099
H -11.13841 -1.44409 -3.94044 0.016 0.033 0.027 0.120
H -10.86084 -3.45609 -5.38167 0.025 -0.033 -0.023 0.120
H -6.56890 -3.43640 -4.58080 -0.009 -0.020 -0.030 0.125
H -6.84670 -1.42596 -3.13997 -0.019 0.026 0.017 0.117
```
Forces are in eV/Å.

Its total charge is -1. The value obtained for the HOMO energy is -4.6 eV.

---

ORCA calculation (ωB97M-V with the def2-TZVPD basis set) on C28H34BiN3O5S6Sb as an isolated structure.

Geometry as XYZ:
```
78
Properties=species:S:1:pos:R:3:forces:R:3:lowdin_charge:R:1
Bi -0.10612 -0.06364 -0.07452 0.145 0.372 -0.300 1.486
O 4.06352 -0.90292 -2.53828 -0.014 -0.080 -0.018 0.148
C 2.85506 -0.95139 -2.00638 -0.043 0.035 -0.030 -0.492
O 2.59717 -0.59872 -0.87509 0.028 -0.111 0.074 -0.077
C 1.81716 -1.47885 -2.95056 0.013 -0.028 -0.045 -0.194
C 2.10662 -1.90099 -4.24058 -0.061 -0.008 0.005 0.030
C 1.05137 -2.34046 -5.02887 0.028 0.005 0.035 -0.011
C -0.23617 -2.32337 -4.51404 0.023 -0.008 0.140 0.007
C -0.41805 -1.87105 -3.21187 -0.045 -0.031 0.078 -0.202
N 0.59228 -1.47929 -2.44609 -0.204 0.008 0.051 0.102
C -1.76882 -1.81636 -2.52691 0.050 -0.071 0.153 -0.515
O -2.84616 -1.69993 -3.28674 0.083 0.183 -0.169 0.116
O -1.85458 -1.92919 -1.32459 0.084 0.069 -0.239 -0.003
H 4.67939 -0.50732 -1.90280 0.007 0.032 0.021 0.155
H 3.12065 -1.86939 -4.61054 0.009 -0.002 -0.017 0.131
H 1.23181 -2.68080 -6.03930 0.002 -0.006 -0.001 0.128
H -1.08051 -2.66208 -5.09833 0.013 0.005 -0.028 0.130
H -2.63905 -1.19215 -4.10585 0.051 -0.120 0.120 0.039
O -1.19841 1.59502 1.00670 -0.075 -0.201 0.024 -0.405
N -0.87687 2.86423 0.71813 -0.044 0.037 -0.023 -0.213
C -1.86199 3.77636 0.85912 -0.004 -0.031 -0.011 -0.005
C -1.62688 5.09947 0.62120 0.030 0.041 -0.009 -0.029
C -0.34762 5.49015 0.21712 -0.045 0.002 0.008 -0.034
C 0.63360 4.54336 0.06827 0.010 -0.081 0.002 -0.059
C 0.37247 3.18891 0.32235 0.001 0.191 0.012 -0.647
S 1.57899 1.97724 0.16343 0.037 -0.107 -0.048 0.581
H -2.80951 3.36250 1.16598 -0.001 0.002 -0.001 0.144
H -2.42858 5.81142 0.74327 -0.008 0.001 -0.003 0.118
H -0.13233 6.52980 0.01329 -0.002 0.006 0.003 0.121
H 1.62956 4.80634 -0.25680 0.000 0.005 0.001 0.117
C -2.89418 1.91853 -5.28056 0.013 0.019 -0.059 -0.351
S -1.81272 0.49332 -5.54173 -0.078 -0.015 0.150 0.850
C -0.29662 1.04229 -4.83630 -0.016 -0.082 -0.181 -0.986
C -0.03962 1.36415 -3.55278 0.051 0.005 0.166 -1.060
S -1.19716 1.38158 -2.24334 0.093 -0.067 0.125 0.545
S 1.63327 1.82170 -3.24563 -0.146 0.154 -0.152 0.879
C 2.26587 1.54360 -4.84472 -0.006 -0.269 0.138 -1.481
S 3.86020 1.60371 -5.18454 0.056 0.093 -0.058 0.591
S 1.03411 1.10285 -5.97359 0.013 0.190 0.031 0.920
H -3.85157 1.64911 -5.72267 -0.019 0.021 0.000 0.043
H -2.48515 2.78257 -5.79780 -0.015 0.011 0.001 0.050
H -3.01547 2.12024 -4.21976 0.004 -0.021 -0.008 0.004
C 3.49794 1.52340 3.36502 0.041 -0.026 -0.065 -0.191
C 3.63110 0.20957 2.59843 -0.079 0.020 0.002 -0.425
Sb 1.77560 -0.86994 2.47799 0.136 -0.105 0.227 1.354
C 1.14278 -0.60953 4.52952 0.053 -0.008 -0.049 -0.425
C 2.12953 -1.04355 5.61093 -0.008 0.016 -0.059 -0.171
C 2.53033 -2.88050 2.29873 -0.038 0.032 0.026 -0.423
C 3.41435 -3.41920 3.41802 -0.010 0.023 -0.011 -0.175
H 4.44395 2.06735 3.35956 -0.008 0.005 -0.005 0.077
H 3.22612 1.35604 4.40706 -0.003 0.014 0.006 0.052
H 2.74277 2.17016 2.91763 -0.016 0.019 -0.004 0.038
H 4.38351 -0.43324 3.05784 -0.051 -0.065 -0.009 0.049
H 3.93259 0.38036 1.56394 0.022 0.036 0.016 0.030
H 0.17870 -1.10228 4.65851 -0.021 -0.032 0.000 0.031
H 0.94844 0.46392 4.59605 -0.009 -0.005 -0.017 0.045
H 2.20449 -2.12604 5.67367 -0.008 -0.013 0.020 0.051
H 1.81356 -0.67797 6.58943 -0.011 0.010 -0.007 0.077
H 3.13124 -0.65566 5.42249 0.016 -0.010 0.024 0.059
H 3.07888 -2.84892 1.35398 0.002 0.011 -0.020 0.042
H 1.66552 -3.52439 2.13005 0.006 -0.008 -0.003 0.032
H 4.20432 -2.71848 3.69095 0.012 -0.008 0.009 0.059
H 3.89469 -4.35030 3.11272 -0.003 0.000 -0.013 0.074
H 2.83594 -3.63176 4.31474 0.002 -0.015 0.006 0.054
N -1.98470 -0.89984 1.70506 -0.173 -0.189 -0.084 -0.008
C -2.20024 -2.31564 1.78026 0.035 0.028 0.068 -0.323
C -1.36475 -3.10423 2.56005 -0.006 -0.006 0.008 -0.056
C -1.54028 -4.48036 2.59984 -0.004 0.017 -0.014 -0.078
C -2.54867 -5.07562 1.85850 0.012 -0.006 -0.009 -0.083
C -3.38504 -4.28298 1.08435 -0.009 0.010 0.017 -0.067
C -3.21559 -2.90900 1.04349 -0.021 -0.003 0.009 -0.052
H -2.83230 -0.42387 1.41464 0.048 0.054 -0.014 0.098
H -1.70965 -0.51142 2.60060 0.036 0.037 -0.029 0.087
H -0.58947 -2.64418 3.15945 0.040 0.030 0.024 0.066
H -0.88958 -5.08447 3.21862 0.001 -0.001 0.005 0.108
H -2.68692 -6.14756 1.88835 -0.005 -0.003 0.003 0.106
H -4.18059 -4.73603 0.50814 -0.002 -0.005 -0.005 0.110
H -3.85988 -2.29900 0.42338 0.000 -0.004 0.009 0.114
```
Forces are in eV/Å.

Its energy above the lowest of the compared OMol25 structures with the same formula, charge and spin is 2.91 kcal/mol. Its total charge is +1. The value obtained for the HOMO energy is -9.9 eV.

---

It is found that the frontier orbital gap values, taken in the order of the records, are 8.41 4.23 6.86 eV.
It is found that the electronic energy values, taken in the order of the records, are -84060.0744 -74471.4740 -121679.7493 eV.
It is found that the max |F| values, taken in the order of the records, are 0.41 2.26 0.50 eV Å⁻¹.